The following is a DFT calculation (ωB97M-V/def2-TZVPD) of C5H8O2 as an isolated structure at a distorted geometry.

The relative energy (zero: lowest compared OMol25 entry of this formula, charge and spin) comes out at 44.1 kcal/mol. For the lowest unoccupied orbital energy, the calculation gives 0.8 eV.

Element x y z (Å)
H: 0.0868 1.9941 -0.5710
C: 1.8568 0.1785 -0.0499
H: -1.8778 -1.1744 -0.0135
H: 0.9716 -1.7330 -0.5365
H: -1.3142 1.8987 0.5140
C: 1.1440 -0.7377 -0.9331
H: -1.8589 -0.4976 1.6164
C: -0.7203 1.3433 -0.2270
O: 0.9770 0.1523 1.0966
H: 1.5252 -0.7885 -1.9844
O: 2.7308 0.9806 -0.2037
H: -1.3761 1.0979 -1.0657
C: -0.1634 0.0427 0.3156
H: -0.7609 -1.8328 1.2183
C: -1.2204 -0.9241 0.8238


The following is a DFT calculation (ωB97M-V/def2-TZVPD) of C10H20GdN3O7P2 as an isolated structure at a distorted geometry.

The spin multiplicity is 8. As for the expectation value of S²: 16.799. As for the net charge: +2. For the lowest unoccupied orbital energy (alpha / beta), the calculation gives -7.9 / -9.4 eV.

Element x y z (Å)
H: 0.4667 -1.0187 1.7246
N: -0.8781 -1.6498 -3.8959
H: -2.7824 0.4510 0.4729
C: 0.4377 -3.1475 1.0697
H: 1.2138 -4.1388 -0.5974
N: 1.0017 -4.3191 0.3919
H: 1.2475 1.1125 0.9023
C: -1.6473 0.2654 0.5908
C: 0.4796 1.7084 1.4890
H: 1.1406 1.7412 -4.1763
H: -0.3299 3.5698 -3.1997
H: -0.1959 0.4306 3.1976
H: -1.5659 -0.3808 1.5453
N: -1.4459 0.3252 -1.9065
H: -1.6685 2.1323 1.7677
O: 0.6073 0.9922 -3.8231
H: 0.8335 2.8112 1.4401
O: -0.4635 -3.3754 1.9338
C: 0.4790 1.3612 3.0833
P: -0.2620 1.5031 -2.4412
H: -2.1099 0.4357 -4.3882
P: -1.9381 -0.5556 -3.3420
O: 1.8224 0.9540 3.4769
C: 0.4210 -1.0195 -0.6067
O: -3.2090 -1.8660 -0.4288
H: 1.2294 -0.2170 -0.8032
O: -0.9649 3.0453 -2.6572
C: 2.7334 2.0356 3.3288
H: 0.0318 2.2003 3.7115
C: -1.0146 1.6943 0.9157
C: 0.8276 -1.6244 0.8366
C: -2.0008 -1.8444 -0.7956
C: -1.0816 -0.4922 -0.7202
Gd: 4.3521 3.1160 4.3131
O: 3.6104 2.0101 2.3470
H: 1.7960 -4.7211 0.9049
O: -1.5409 -3.0706 -1.3254
H: 1.9838 -1.5733 0.8696
H: -0.5598 -1.3617 -4.8400
H: 2.6667 2.9513 4.0633
H: 0.6737 -1.8544 -1.3693
H: -3.2697 -1.0908 -3.1298
H: -1.1270 2.4745 0.0698


The following is a DFT calculation (ωB97M-V/def2-TZVPD) of C31H33FI2N5O6Pb as an isolated structure at a distorted geometry.

As for the net charge: -1. The relative energy (zero: lowest compared OMol25 entry of this formula, charge and spin) comes out at 39.9 kcal/mol. For the lowest unoccupied orbital energy, the calculation gives 2.1 eV.

Element x y z (Å)
C: -1.8043 4.2609 -0.6695
C: 3.4089 -1.0876 2.9134
C: -1.9642 -1.7804 -0.5360
H: -3.0696 1.6354 1.0730
H: -1.5220 2.6710 4.1256
N: -0.1972 1.5262 3.0194
C: -0.5825 3.7241 -1.0376
C: -2.7726 3.4758 -0.0303
H: 3.4773 2.5081 -1.6179
C: 2.3954 -0.4737 3.6536
C: -2.0248 0.5050 4.3341
F: -0.0475 -0.3857 -6.3968
H: 0.1088 4.4024 -1.5810
H: -3.7500 3.9185 0.2602
H: 4.5613 -1.0510 1.0759
Pb: -0.3936 -0.4879 0.8778
N: 1.5393 2.3005 -2.3946
H: 1.9636 -0.7356 -4.8635
H: -2.0453 5.3115 -0.9701
C: -2.1891 0.6823 5.7139
C: 0.1308 -1.4171 -5.6054
I: -2.6874 -0.2837 8.4748
H: -1.1228 -4.3212 -4.8447
H: 1.2022 2.6256 4.1417
H: 1.1005 0.7443 -0.9024
C: 0.8818 1.4185 -3.3398
C: 2.3142 -1.6059 -1.7518
H: 3.5082 2.5289 -3.3333
C: -2.4200 2.1743 0.3583
O: -2.2850 -1.5534 -1.7525
O: 0.8639 -4.6840 -3.4199
H: 2.0891 -0.8465 4.6152
H: -1.5568 0.4647 -1.8793
C: -2.7802 -1.7202 4.5126
I: -3.4675 -3.5613 3.7630
C: 1.1751 -1.4812 -4.8010
H: -0.6716 -0.8756 -2.6728
N: -0.5883 -3.4784 -4.6679
N: 2.4716 1.3748 2.1734
C: 0.5709 -3.6628 -3.9515
C: -0.9602 -2.3564 -5.5108
H: 3.5985 1.1255 0.4828
H: -3.5807 -3.1322 -0.2198
H: -3.3854 -2.3736 6.5087
C: 3.0126 2.0144 -2.4374
C: 3.8447 -0.5314 1.7822
C: -2.6655 -0.3988 6.3881
C: 3.2878 0.6626 1.3950
C: 2.5908 -2.4522 -3.0400
H: 0.6266 1.1516 4.8863
O: 3.3305 -1.1598 -1.2469
H: -0.2073 1.3558 -3.2057
C: -2.2703 -0.7149 3.6430
C: 0.9170 1.6032 3.9047
C: -0.2446 2.4141 -0.6605
C: -1.5423 1.7161 3.5529
O: -2.0355 -2.3421 -6.0204
H: 3.9014 -1.9990 3.2809
H: 3.0000 -3.4765 -2.8212
H: -2.1492 1.8466 2.6550
C: -1.5991 -0.4941 -2.4569
H: -1.9703 -3.7522 -0.4463
O: 1.1504 -1.5022 -1.3434
H: -2.4798 -2.9185 1.0940
N: 1.3745 -2.5047 -3.8893
H: 3.2972 0.9538 -2.3472
C: 2.0320 0.8009 3.2999
O: -2.1920 -0.9051 2.3452
H: -2.1392 -0.3885 -3.4003
C: -1.1548 1.6007 0.0849
H: 0.9843 0.3300 -3.0961
H: -1.9869 1.6761 6.1366
H: 3.3563 -2.0594 -3.6601
H: 1.1729 1.7496 -4.3181
H: 1.7874 2.3883 -0.3486
H: -0.0685 2.0417 2.1571
C: 1.0980 1.8858 -1.0369
C: -2.9946 -1.6205 5.8285
C: -2.5566 -2.9937 0.0142